Record 1
The following is a DFT calculation (ωB97M-V/def2-TZVPD) of C21H24FN3OS in the gas phase at a distorted geometry.

```
51
Properties=species:S:1:pos:R:3
C 1.9294 -1.6010 0.8718
C 1.3039 -0.5391 1.4818
C 0.6011 -0.3571 2.6120
C 0.1419 0.7069 3.2192
C 0.2766 1.7886 2.4630
C -0.4305 3.0501 3.2526
C 0.7465 1.8924 1.3529
N 0.7334 3.2016 0.8086
C 1.1174 3.2947 -0.6768
S 2.1327 4.1901 -1.2106
N 0.0908 2.6920 -1.4812
C 0.4356 2.3729 -2.9916
C 0.3362 0.9849 -3.2598
C -1.0038 0.3851 -2.6610
N -0.5887 -0.6698 -1.7372
C -1.2163 -1.8007 -1.7531
O -1.6062 -2.3685 -2.7605
C -1.1117 -2.6866 -0.5469
C -0.2769 -4.1478 -0.6081
C -0.4446 -5.0047 0.4208
C -0.8375 -4.4442 1.4382
F -0.5832 -5.1909 2.6576
C -1.1974 -3.1234 1.9164
C -1.4272 -2.2023 0.6044
C -1.8284 1.4121 -1.9482
C -0.9650 2.1068 -1.0560
C 1.3185 0.6830 0.9104
H 3.2030 -1.5586 1.1309
H 1.6362 -2.3551 1.3093
H 1.9430 -1.6248 -0.1890
H 0.9126 -1.4056 3.2592
H -0.1276 0.6113 4.2907
H -0.9490 2.9210 4.3630
H -0.9409 3.7010 2.6476
H 0.4284 3.7171 3.3945
H 1.0729 3.8688 1.1750
H 1.5024 2.8079 -3.1476
H -0.0311 3.1163 -3.4540
H 0.5676 0.7351 -4.1805
H 1.2314 0.4869 -2.8187
H -1.5968 -0.0009 -3.4549
H -0.2708 -0.3799 -0.9097
H -0.2962 -4.5014 -1.8418
H -0.1188 -5.9650 0.3599
H -1.4743 -2.7472 2.8318
H -1.7807 -1.3107 0.7204
H -2.1558 2.2408 -2.8459
H -2.9210 0.9065 -1.7925
H -1.3048 1.6114 -0.0855
H -1.7165 3.0872 -0.7214
H 1.6824 0.7778 -0.2823
```

Computed properties:
SMILES string: Cc1ccc(C)c(NC(=S)N2CCC(NC(=O)c3ccc(F)cc3)CC2)c1
Max |F|: 17.8 eV Å⁻¹
Energy above the lowest of the compared OMol25 structures with the same formula, charge and spin: 428.99 kcal per mole
LUMO level: -0.245 eV

***

Record 2
The following is a DFT calculation (ωB97M-V/def2-TZVPD) of C21H24FN3OS in the gas phase.

```
51
Properties=species:S:1:pos:R:3
C 4.7657 -1.8220 -1.6964
N 3.4267 -1.3797 -1.9552
C 2.9573 -0.1162 -1.9475
C 1.6190 -0.1656 -2.2813
C 0.6605 0.9862 -2.2761
N -0.0340 1.1903 -1.0125
C 0.8485 1.4907 0.0949
C 0.0365 1.9884 1.2881
C -0.9822 0.9313 1.7052
C -1.8768 1.4121 2.8635
O -2.7203 0.3322 3.2143
C -1.0582 1.8553 4.0379
C -0.4291 1.0734 4.9568
C 0.2630 1.8200 5.9373
C 0.1503 3.1578 5.7482
S -0.8101 3.5369 4.3715
C -1.8353 0.5685 0.4916
C -0.9454 0.1195 -0.6622
C 1.3691 -1.5464 -2.4699
C 0.1236 -2.2315 -2.8106
C -0.2833 -3.3402 -2.0714
C -1.4628 -3.9988 -2.3612
C -2.2642 -3.5674 -3.4054
C -1.8713 -2.4851 -4.1725
C -0.6876 -1.8399 -3.8706
F -0.3087 -0.8092 -4.6631
N 2.4758 -2.2513 -2.2589
H 5.0750 -1.5448 -0.6865
H 4.7803 -2.9053 -1.7959
H 5.4617 -1.3827 -2.4138
H 3.5891 0.7193 -1.7200
H -0.1012 0.8579 -3.0457
H 1.2122 1.9059 -2.4943
H 1.5461 2.2701 -0.2230
H 1.4388 0.6072 0.4039
H 0.7146 2.2195 2.1116
H -0.4879 2.9026 1.0043
H -0.4581 0.0351 2.0534
H -2.4807 2.2647 2.5101
H -3.2635 0.5909 3.9667
H -0.4667 -0.0009 4.9330
H 0.8187 1.3757 6.7436
H 0.5698 3.9542 6.3296
H -2.5344 -0.2246 0.7553
H -2.4026 1.4463 0.1777
H -1.5620 -0.1104 -1.5346
H -0.4096 -0.8024 -0.3718
H 0.3479 -3.6729 -1.2621
H -1.7604 -4.8516 -1.7700
H -3.1889 -4.0764 -3.6308
H -2.4629 -2.1388 -5.0057
```

Computed properties:
SMILES string: Cn1cc(CN2CCC([C@@H](O)c3cccs3)CC2)c(-c2ccccc2F)n1
Max |F|: 0.8 eV Å⁻¹
Energy above the lowest of the compared OMol25 structures with the same formula, charge and spin: 42.93 kcal per mole
LUMO level: 0.722 eV

***

Record 3
The following is a DFT calculation (ωB97M-V/def2-TZVPD) of a molecular structure, C21H24MoN4O7S at a distorted geometry.

```
58
Properties=species:S:1:pos:R:3
Mo -1.2303 0.1432 0.0561
O 4.8151 -0.1121 0.7983
C 3.5529 -0.0222 0.5721
C 2.9705 0.3992 -0.6598
C 1.6096 0.4518 -0.7338
N 0.7933 0.1402 0.3043
C 1.3483 -0.3087 1.4606
C 2.6920 -0.4029 1.6512
C 0.2980 -0.7047 2.4448
O 0.3345 -1.1416 3.5189
O -0.9666 -0.4746 1.7378
C 0.8129 0.8396 -1.9394
O 1.1218 1.2919 -2.9673
O -0.5605 0.5773 -1.5927
H 5.4170 0.1484 0.0754
H 3.5783 0.6641 -1.5182
H 3.1157 -0.7560 2.5853
C -3.9296 -4.2388 -1.7623
N -3.5743 -2.7978 -1.6113
C -4.2546 -1.8744 -2.5287
C -2.7206 -2.4509 -0.7268
O -2.3882 -1.1919 -0.5369
H -4.9122 -4.3891 -1.3176
H -3.1849 -4.8591 -1.2726
H -3.9696 -4.4587 -2.8268
H -5.3198 -2.1005 -2.4888
H -3.8871 -2.0780 -3.5344
H -4.0672 -0.8420 -2.2351
H -2.2319 -3.1943 -0.0993
C -3.8054 2.3530 -3.3772
C -3.1828 3.7220 -3.1395
C -2.2678 3.7503 -1.9251
N -3.0575 3.4359 -0.7074
C -2.6897 2.9322 0.4038
S -1.0554 2.4485 0.7848
N -3.6060 2.5855 1.3778
C -4.0969 1.2850 1.0670
O -3.2771 0.5491 0.3828
C -5.3667 0.9074 1.5383
C -6.1733 1.8360 2.2423
C -7.4339 1.4612 2.6583
C -7.8978 0.1768 2.3810
C -7.1204 -0.7463 1.6698
C -5.8497 -0.3982 1.2769
H -4.2759 2.3107 -4.3573
H -4.5801 2.1161 -2.6419
H -3.0429 1.5672 -3.3443
H -3.9495 4.4951 -3.0379
H -2.5755 4.0189 -3.9956
H -1.8207 4.7348 -1.7687
H -1.4677 3.0108 -2.0106
H -4.0458 3.7039 -0.7549
H -3.3536 2.7150 2.3559
H -5.8099 2.8264 2.4799
H -8.0650 2.1650 3.1845
H -8.8876 -0.1114 2.7144
H -7.5318 -1.7131 1.4151
H -5.2094 -1.1175 0.7832
```

Computed properties:
Max |F|: 2.6 eV Å⁻¹
Charge: +4
LUMO level: -15.477 eV

***

Record 4
The following is a DFT calculation (ωB97M-V/def2-TZVPD) of C21H24N2O4 in the gas phase.

```
51
Properties=species:S:1:pos:R:3
C 4.0562 -0.2417 -5.5032
C 3.5786 0.1000 -4.0920
C 4.4628 1.1657 -3.4416
N 2.1825 0.4741 -4.0697
C 1.4215 -0.3274 -3.2947
O 0.2418 -0.2507 -3.0692
N 2.2750 -1.3278 -2.8058
C 1.8420 -2.3148 -1.8469
C 2.2908 -1.9153 -0.4308
O 1.8948 -0.6218 -0.0539
C 0.5112 -0.4735 0.2076
C 0.3138 0.8833 0.8962
O -0.9135 0.9719 1.5742
C -1.0974 0.2834 2.7406
C -0.0963 -0.4016 3.4197
C -0.3775 -1.0726 4.5984
C -1.6605 -1.0792 5.1110
C -2.6626 -0.4040 4.4372
C -2.4048 0.2850 3.2596
C -3.5001 0.9931 2.5740
C -3.3611 2.3154 2.1639
C -4.4096 2.9709 1.5455
C -5.6098 2.3166 1.3242
C -5.7577 1.0009 1.7289
C -4.7123 0.3450 2.3522
C 3.5635 -1.1549 -3.2120
O 4.5006 -1.8590 -2.9352
H 4.1121 0.6574 -6.1124
H 3.3722 -0.9448 -5.9730
H 5.0412 -0.6969 -5.4476
H 4.4885 2.0626 -4.0565
H 4.0786 1.4208 -2.4562
H 5.4720 0.7782 -3.3334
H 1.8199 1.3001 -4.5125
H 2.2864 -3.2791 -2.1027
H 0.7536 -2.3706 -1.9156
H 1.9154 -2.6634 0.2832
H 3.3833 -1.9002 -0.3972
H 0.1668 -1.2788 0.8740
H -0.0771 -0.5074 -0.7169
H 0.2809 1.6772 0.1469
H 1.1639 1.0738 1.5632
H 0.9139 -0.4193 3.0417
H 0.4173 -1.5934 5.1118
H -1.8803 -1.6044 6.0281
H -3.6671 -0.3923 4.8346
H -2.4301 2.8310 2.3412
H -4.2909 3.9990 1.2349
H -6.4267 2.8297 0.8379
H -6.6908 0.4835 1.5568
H -4.8268 -0.6858 2.6566
```

Computed properties:
SMILES string: CC1(C)NC(=O)N(CCOCCOc2ccccc2-c2ccccc2)C1=O
Max |F|: 0.7 eV Å⁻¹
Energy above the lowest of the compared OMol25 structures with the same formula, charge and spin: 31.39 kcal per mole
LUMO level: 0.691 eV

***

Record 5
The following is a DFT calculation (ωB97M-V/def2-TZVPD) of C21H24N2O4S in the gas phase.

```
52
Properties=species:S:1:pos:R:3
C 4.7605 -0.0432 3.2024
C 3.5146 -0.8042 3.6383
C 2.6447 -1.1788 2.4407
C 1.3923 -1.9763 2.8261
N 0.5707 -1.3325 3.8322
C 0.6034 -1.8840 5.1698
C -0.1915 -0.2420 3.6011
O -0.8310 0.3231 4.4683
C -0.2389 0.2568 2.1827
C 0.4218 1.4335 1.8424
C 0.3174 1.9228 0.5536
C -0.4641 1.2632 -0.3744
C -1.1501 0.0972 -0.0515
C -1.0296 -0.3950 1.2483
N -1.9931 -0.5547 -0.9657
C -3.3925 -0.6915 -0.5661
C -4.0222 0.6754 -0.3332
C -1.6470 -0.9754 -2.2166
O -2.4252 -1.5725 -2.9320
C -0.2318 -0.7912 -2.6656
C 0.4667 -1.8991 -3.1385
C 1.7346 -1.7487 -3.6730
C 2.3139 -0.4920 -3.7679
C 1.6197 0.6185 -3.3179
C 0.3573 0.4584 -2.7826
S -0.5101 1.8492 -2.0676
O -1.8649 1.9067 -2.5377
O 0.3002 3.0299 -2.1773
H 4.4858 0.8703 2.6800
H 5.3655 -0.6508 2.5330
H 5.3658 0.2233 4.0651
H 3.8134 -1.7105 4.1705
H 2.9368 -0.1812 4.3236
H 3.2261 -1.7882 1.7453
H 2.3489 -0.2694 1.9147
H 0.8011 -2.1578 1.9231
H 1.6932 -2.9442 3.2330
H -0.0250 -1.2602 5.8029
H 0.2121 -2.9037 5.1672
H 1.6199 -1.8913 5.5637
H 1.0047 1.9555 2.5854
H 0.8173 2.8265 0.2420
H -1.5593 -1.2925 1.5313
H -3.8914 -1.2048 -1.3900
H -3.4633 -1.3111 0.3322
H -3.8274 1.3158 -1.1905
H -3.6094 1.1481 0.5562
H -5.0957 0.5684 -0.2053
H 0.0014 -2.8717 -3.0861
H 2.2697 -2.6162 -4.0288
H 3.2980 -0.3782 -4.1959
H 2.0278 1.6153 -3.3775
```

Computed properties:
SMILES string: CCCCN(C)C(=O)c1ccc2c(c1)N(CC)C(=O)c1ccccc1S2(=O)=O
Max |F|: 0.6 eV Å⁻¹
Energy above the lowest of the compared OMol25 structures with the same formula, charge and spin: 25.20 kcal per mole
LUMO level: -0.107 eV

***

Values of HOMO, in order: -8.304 -8.301 -20.401 -8.224 -9.241, all in eV.